Entry 1:
C16H15BrCl30N3O2 | ωB97M-V with the def2-TZVPD basis set

Calculated values
highest occupied orbital energy = -12.293 eV
charge = +1
spin multiplicity = 1
M = 1424.8 g/mol
total energy = -471107.7504 eV
gap between HOMO and LUMO = 9.23 eV

Each atom is followed by the atoms it is bonded to, with distances in Å.
Atoms and positions in Å:
1 Br 5.649 -1.511 1.502  C38 1.935
2 Cl 0.289 -0.682 -2.276  C52 1.774
3 Cl 8.266 -0.916 -1.059  C50 1.765
4 Cl -9.541 2.179 2.818  C46 1.764
5 Cl -2.584 -6.575 -2.104  C37 1.756
6 Cl -0.624 3.115 1.085  C48 1.773
7 Cl -2.013 2.607 -3.943  C51 1.768
8 Cl -7.459 4.088 2.147  C46 1.765
9 Cl -8.981 2.797 0.037  C46 1.765
10 Cl 7.372 -1.646 -3.719  C50 1.761
11 Cl -3.296 -3.987 -1.006  C37 1.764
12 Cl -0.499 7.253 -7.258  C41 1.763
13 Cl -2.160 -1.863 4.836  C47 1.767
14 Cl 6.775 -3.383 -1.470  C50 1.773
15 Cl 0.143 -1.010 3.282  C47 1.770
16 Cl -2.061 1.812 -1.081  C48 1.764
17 Cl -2.018 -5.983 0.683  C37 1.782
18 Cl 5.847 3.187 3.320  C43 1.763
19 Cl -2.657 1.079 1.657  C48 1.767
20 Cl -3.434 5.169 5.633  C42 1.764
21 Cl -2.627 4.104 3.053  C42 1.766
22 Cl 0.837 1.994 -3.178  C52 1.753
23 Cl 7.892 1.320 2.445  C43 1.769
24 Cl -1.898 6.906 -4.737  C41 1.767
25 Cl -0.509 0.335 5.770  C47 1.760
26 Cl -3.183 6.147 -7.225  C41 1.767
27 Cl 7.053 1.360 5.225  C43 1.764
28 Cl -3.299 1.809 -6.424  C51 1.765
29 Cl -4.992 3.067 4.373  C42 1.767
30 Cl -0.627 2.942 -6.473  C51 1.765
31 Cl 2.022 -0.255 -4.581  C52 1.763
32 O -0.837 -1.723 0.238  C39 1.150
33 O 3.070 -1.683 2.304  C38 1.185
34 N 1.501 -5.305 2.561  C45 1.323, C49 1.365, H54 1.010
35 N 0.397 -3.665 -0.393  C39 1.238, C44 1.392
36 N 2.336 -4.002 1.127  C40 1.473, C44 1.374, C45 1.319
37 C -3.137 -5.712 -0.678  Cl5 1.756, Cl11 1.764, Cl17 1.782, H64 1.083
38 C 3.809 -2.113 1.484  Br1 1.935, O33 1.185, C40 1.549
39 C -0.284 -2.674 -0.098  O32 1.150, N35 1.238
40 C 3.306 -3.136 0.436  N36 1.473, C38 1.549, H53 1.097, H61 1.092
41 C -2.069 7.281 -6.455  Cl12 1.763, Cl24 1.767, Cl26 1.767, H66 1.083
42 C -3.993 4.498 4.100  Cl20 1.764, Cl21 1.766, Cl29 1.767, H57 1.083
43 C 6.539 1.583 3.553  Cl18 1.763, Cl23 1.769, Cl27 1.764, H62 1.083
44 C 1.038 -4.195 0.722  N35 1.392, N36 1.374, C49 1.357
45 C 2.619 -4.685 2.220  N34 1.323, N36 1.319, H59 1.080
46 C -8.291 2.612 1.651  Cl4 1.764, Cl8 1.765, Cl9 1.765, H58 1.083
47 C -1.163 -0.485 4.357  Cl13 1.767, Cl15 1.770, Cl25 1.760, H63 1.083
48 C -1.396 1.614 0.541  Cl6 1.773, Cl16 1.764, Cl19 1.767, H60 1.083
49 C 0.515 -5.026 1.660  N34 1.365, C44 1.357, H55 1.104
50 C 7.947 -2.251 -2.169  Cl3 1.765, Cl10 1.761, Cl14 1.773, H56 1.083
51 C -2.197 2.961 -5.666  Cl7 1.768, Cl28 1.765, Cl30 1.765, H67 1.082
52 C 0.616 0.333 -3.694  Cl2 1.774, Cl22 1.753, Cl31 1.763, H65 1.085
53 H 2.764 -2.582 -0.341  C40 1.097
54 H 1.429 -5.905 3.370  N34 1.010
55 H -0.519 -5.409 1.725  C49 1.104
56 H 8.874 -2.785 -2.333  C50 1.083
57 H -4.599 5.245 3.603  C42 1.083
58 H -7.564 1.810 1.619  C46 1.083
59 H 3.599 -4.679 2.675  C45 1.080
60 H -0.636 0.843 0.502  C48 1.083
61 H 4.110 -3.703 -0.038  C40 1.092
62 H 5.774 0.848 3.333  C43 1.083
63 H -1.787 0.214 3.814  C47 1.083
64 H -4.109 -6.098 -0.397  C37 1.083
65 H -0.247 0.287 -4.350  C52 1.085
66 H -2.482 8.278 -6.548  C41 1.083
67 H -2.618 3.952 -5.767  C51 1.082

***

Entry 2:
C16H15Cl2NO3 | ωB97M-V with the def2-TZVPD basis set

Calculated values
highest occupied orbital energy = -8.429 eV
charge = 0
spin multiplicity = 1
M = 340.2 g/mol
energy relative to the best compared isomer or geometry (same formula, charge and spin) = 0.000 eV
total energy = -49513.0521 eV
gap between HOMO and LUMO = 9.13 eV

Each atom is followed by the atoms it is bonded to, with distances in Å.
Atoms and positions in Å:
1 Cl -2.757 -3.733 3.456  C8 1.724
2 Cl -1.882 -0.021 -0.325  C21 1.736
3 O 0.280 2.919 -3.226  C15 1.361, C16 1.416
4 O 2.763 0.079 1.972  C11 1.209
5 O 1.673 2.088 -0.798  C10 1.389, C20 1.403
6 N 0.707 0.363 1.012  C11 1.357, C18 1.389, H35 1.016
7 C 0.589 0.791 -4.050  C12 1.379, C15 1.395, H32 1.078
8 C -1.726 -2.543 2.752  Cl1 1.724, C9 1.386, C22 1.387
9 C -0.473 -2.301 3.291  C8 1.386, C14 1.382, H33 1.078
10 C 1.502 1.222 -1.870  O5 1.389, C15 1.406, C17 1.389
11 C 2.030 0.619 1.176  O4 1.209, N6 1.357, C20 1.534
12 C 1.075 -0.499 -4.025  C7 1.379, C19 1.382, H26 1.079
13 C -1.020 3.635 -1.281  C16 1.525, H24 1.086, H30 1.087, H34 1.086
14 C 0.345 -1.343 2.725  C9 1.382, C18 1.393, H36 1.078
15 C 0.787 1.678 -2.992  O3 1.361, C7 1.395, C10 1.406
16 C 0.145 3.911 -2.225  O3 1.416, C13 1.525, H27 1.094, H29 1.092
17 C 1.984 -0.081 -1.855  C10 1.389, C19 1.383, H23 1.079
18 C -0.073 -0.616 1.613  N6 1.389, C14 1.393, C21 1.400
19 C 1.780 -0.939 -2.921  C12 1.382, C17 1.383, H25 1.079
20 C 2.542 1.723 0.242  O5 1.403, C11 1.534, H31 1.096, H37 1.097
21 C -1.339 -0.886 1.079  Cl2 1.736, C18 1.400, C22 1.382
22 C -2.167 -1.838 1.641  C8 1.387, C21 1.382, H28 1.078
23 H 2.531 -0.441 -0.998  C17 1.079
24 H -0.834 2.743 -0.690  C13 1.086
25 H 2.170 -1.943 -2.876  C19 1.079
26 H 0.902 -1.156 -4.863  C12 1.079
27 H -0.053 4.824 -2.796  C16 1.094
28 H -3.139 -2.032 1.219  C22 1.078
29 H 1.074 4.041 -1.666  C16 1.092
30 H -1.934 3.488 -1.852  C13 1.087
31 H 2.663 2.630 0.844  C20 1.096
32 H 0.041 1.163 -4.902  C7 1.078
33 H -0.138 -2.858 4.152  C9 1.078
34 H -1.153 4.478 -0.609  C13 1.086
35 H 0.234 0.874 0.272  N6 1.016
36 H 1.324 -1.150 3.132  C14 1.078
37 H 3.531 1.430 -0.131  C20 1.097

***

Entry 3:
C16H15ClN4O3S2 | ωB97M-V with the def2-TZVPD basis set

Calculated values
highest occupied orbital energy = -8.152 eV
charge = 0
spin multiplicity = 1
M = 410.9 g/mol
energy relative to the best compared isomer or geometry (same formula, charge and spin) = 0.000 eV
total energy = -63128.8515 eV
gap between HOMO and LUMO = 7.71 eV

Each atom is followed by the atoms it is bonded to, with distances in Å.
Atoms and positions in Å:
1 Cl -7.327 0.288 0.958  C21 1.726
2 S 2.356 -3.434 -0.324  C25 1.651
3 S 4.786 2.371 -0.400  C22 1.709, C23 1.733
4 O -3.398 3.464 -0.052  N8 1.216
5 O 2.309 0.816 -0.710  C20 1.213
6 O -2.162 2.434 -1.477  N8 1.216
7 N -1.697 -0.161 -0.777  C16 1.361, C19 1.444, C24 1.442
8 N -3.006 2.453 -0.601  O4 1.216, O6 1.216, C18 1.434
9 N 0.649 -1.469 0.105  C12 1.445, C13 1.444, C25 1.337
10 N 2.934 -1.030 0.486  C20 1.388, C25 1.395, H32 1.013
11 C -4.940 1.310 0.226  C18 1.395, C21 1.377, H39 1.079
12 C -0.407 -2.236 -0.515  N9 1.445, C24 1.533, H35 1.096, H40 1.091
13 C 0.148 -0.309 0.804  N9 1.444, C19 1.540, H36 1.100, H38 1.087
14 C 5.486 0.354 1.040  C15 1.404, C23 1.374, H31 1.076
15 C 6.559 1.257 1.082  C14 1.404, C22 1.364, H33 1.075
16 C -3.017 -0.041 -0.466  N7 1.361, C17 1.410, C18 1.415
17 C -3.852 -1.170 -0.339  C16 1.410, C26 1.374, H28 1.078
18 C -3.628 1.214 -0.236  N8 1.434, C11 1.395, C16 1.415
19 C -0.659 0.609 -0.133  N7 1.444, C13 1.540, H29 1.093, H41 1.088
20 C 3.141 0.234 -0.046  O5 1.213, N10 1.388, C23 1.458
21 C -5.700 0.174 0.393  Cl1 1.726, C11 1.377, C26 1.394
22 C 6.321 2.384 0.351  S3 1.709, C15 1.364, H34 1.072
23 C 4.442 0.812 0.274  S3 1.733, C14 1.374, C20 1.458
24 C -1.160 -1.305 -1.472  N7 1.442, C12 1.533, H30 1.089, H37 1.096
25 C 1.915 -1.899 0.094  S2 1.651, N9 1.337, N10 1.395
26 C -5.158 -1.070 0.074  C17 1.374, C21 1.394, H27 1.078
27 H -5.763 -1.957 0.176  C26 1.078
28 H -3.452 -2.151 -0.539  C17 1.078
29 H 0.005 1.050 -0.881  C19 1.093
30 H -1.949 -1.839 -1.997  C24 1.089
31 H 5.494 -0.586 1.564  C14 1.076
32 H 3.770 -1.534 0.755  N10 1.013
33 H 7.468 1.080 1.629  C15 1.075
34 H 6.971 3.225 0.214  C22 1.072
35 H -1.081 -2.620 0.259  C12 1.096
36 H -0.517 -0.665 1.604  C13 1.100
37 H -0.447 -0.926 -2.214  C24 1.096
38 H 0.963 0.254 1.252  C13 1.087
39 H -5.350 2.291 0.411  C11 1.079
40 H 0.033 -3.076 -1.054  C12 1.091
41 H -1.079 1.405 0.480  C19 1.088